No. 1
C20H43HfOP3Se | ωB97M-V/def2-TZVPD

Geometry as XYZ:
```
69
Properties=species:S:1:pos:R:3:nbo_charge:R:1
Hf -0.037 -0.034 1.015 1.864
P 0.259 2.362 2.247 0.700
P -2.597 0.545 0.541 0.784
P 2.572 -0.154 0.515 0.784
H -1.462 -3.191 -7.825 0.211
C -0.602 -3.845 -7.644 -0.357
C -0.765 -5.110 -7.218 -0.241
H -1.762 -5.530 -7.041 0.224
C 0.409 3.964 1.386 -0.920
C -1.092 2.743 3.425 -0.909
C 1.697 2.455 3.377 -0.912
C -3.227 -0.569 -0.768 -0.917
C -3.821 0.293 1.871 -0.922
C -3.082 2.178 -0.116 -0.914
C 2.863 -1.422 -0.772 -0.914
C 3.659 -0.738 1.859 -0.916
C 3.525 1.258 -0.145 -0.918
H 0.392 -3.449 -7.882 0.208
H 0.089 -5.780 -7.075 0.224
H 0.439 4.766 2.138 0.285
H -0.447 4.114 0.715 0.255
H 1.325 3.985 0.783 0.260
H -0.791 3.603 4.041 0.288
H -1.286 1.885 4.082 0.232
H -2.019 2.982 2.890 0.258
H 1.669 3.421 3.902 0.289
H 2.637 2.366 2.815 0.252
H 1.664 1.646 4.119 0.239
H -4.322 -0.634 -0.698 0.292
H -2.781 -1.560 -0.623 0.261
H -2.927 -0.207 -1.759 0.249
H -4.705 0.920 1.689 0.293
H -3.381 0.556 2.842 0.244
H -4.115 -0.766 1.894 0.279
H -4.177 2.200 -0.207 0.289
H -2.613 2.326 -1.098 0.247
H -2.748 2.984 0.550 0.253
H 3.924 -1.708 -0.768 0.291
H 2.572 -1.043 -1.760 0.245
H 2.233 -2.291 -0.549 0.265
H 4.680 -0.842 1.465 0.293
H 3.298 -1.711 2.223 0.264
H 3.656 -0.029 2.698 0.256
H 4.593 0.996 -0.151 0.291
H 3.366 2.151 0.475 0.253
H 3.182 1.482 -1.163 0.252
C 0.150 0.247 -2.874 -0.133
C -0.231 -1.107 -2.855 -0.217
C -0.320 -1.835 -4.040 -0.118
C 0.012 -1.236 -5.259 0.044
C 0.433 0.103 -5.288 -0.191
C 0.499 0.841 -4.110 -0.141
Se 0.177 1.358 -1.326 0.340
H -0.278 -1.537 0.120 -0.530
H -0.455 -1.578 -1.900 0.257
H -0.648 -2.879 -4.017 0.266
H -0.060 -1.819 -6.180 0.273
H 0.706 0.573 -6.237 0.290
H 0.816 1.884 -4.123 0.268
C 1.180 -1.208 4.915 -0.757
C -0.067 -0.945 4.169 0.789
C -1.332 -0.951 4.936 -0.756
O -0.051 -0.756 2.903 -0.793
H 1.041 -0.856 5.949 0.297
H 2.059 -0.723 4.470 0.257
H 1.374 -2.294 4.963 0.333
H -1.456 0.000 5.485 0.310
H -2.227 -1.101 4.314 0.264
H -1.263 -1.747 5.690 0.315
```

## Properties
HOMO (alpha / beta): -18.35 / -18.38 eV
Gap between HOMO and LUMO (alpha / beta): 2.3 / 2.3 eV
ΔE to the lowest compared entry with this formula, charge and spin: 0.0000 eV
Charge: +4
DFT total energy: -4335.03172 Eh

---

No. 2
C3H3F | ωB97M-V/def2-TZVPD

Geometry as XYZ:
```
7
Properties=species:S:1:pos:R:3:nbo_charge:R:1
C 1.667 -0.489 -0.091 -0.203
C 0.542 -0.175 -0.245 -0.111
C -0.898 0.321 -0.023 -0.016
F -1.938 -0.747 -0.045 -0.388
H 2.861 -0.580 0.397 0.286
H -1.272 0.839 -0.974 0.216
H -0.962 0.831 0.981 0.217
```

## Properties
SMILES: C#CCF
HOMO: -10.77 eV
Gap between HOMO and LUMO: 11.6 eV
ΔE to the lowest compared entry with this formula, charge and spin: 1.0920 eV
Charge: 0
DFT total energy: -215.84221 Eh

---

No. 3
C8H11IS | ωB97M-V/def2-TZVPD

Geometry as XYZ:
```
21
Properties=species:S:1:pos:R:3:nbo_charge:R:1
C -1.799 0.035 -1.799 -0.251
C -0.793 0.554 -1.397 0.005
C -1.415 -0.356 2.189 -0.353
C -1.090 -1.498 1.779 -0.046
C -0.115 -2.599 1.493 -0.670
C 1.412 0.227 -0.232 -0.593
C 1.000 2.401 -1.401 -0.591
C 0.632 0.871 -1.360 -0.290
S -3.057 -1.007 1.453 0.199
I -1.701 1.245 3.377 0.153
H -2.672 -0.552 -1.948 0.236
H 0.787 -2.187 1.835 0.237
H -0.305 -3.525 2.065 0.245
H -0.057 -2.935 0.533 0.235
H 1.240 -0.826 -0.097 0.210
H 1.126 0.816 0.615 0.211
H 2.409 0.501 -0.306 0.212
H 2.042 2.453 -1.179 0.202
H 0.404 3.029 -0.834 0.213
H 1.004 2.838 -2.374 0.213
H 0.946 0.514 -2.413 0.224
```

## Properties
Spin multiplicity: 3
HOMO (alpha / beta): -5.34 / -8.93 eV
Gap between HOMO and LUMO (alpha / beta): 5.8 / 7.1 eV
Charge: 0
DFT total energy: -1007.00012 Eh

---

No. 4
C21H26ClHoOP2 | ωB97M-V/def2-TZVPD

Geometry as XYZ:
```
52
Properties=species:S:1:pos:R:3:nbo_charge:R:1
Ho 1.162 -0.110 -1.021 1.971
Cl -1.083 0.426 -0.306 -0.531
P 1.055 -2.661 -0.036 0.778
C 2.574 -2.973 0.847 -0.425
C 3.656 -3.646 0.258 -0.153
C 4.873 -3.721 0.923 -0.203
C 4.996 -3.157 2.194 -0.174
C 3.902 -2.559 2.828 -0.196
C 2.680 -2.475 2.170 -0.201
C -0.354 -3.463 0.699 -0.430
C -1.632 -3.201 0.148 -0.114
C -2.749 -3.599 0.876 -0.218
C -2.595 -4.390 2.027 -0.157
C -1.321 -4.797 2.468 -0.198
C -0.184 -4.361 1.775 -0.183
C 1.187 -3.238 -1.775 -0.355
C 1.341 -2.303 -2.849 -0.284
C 1.173 -2.789 -4.144 -0.172
C 1.002 -4.143 -4.402 -0.167
C 0.999 -5.070 -3.350 -0.162
C 1.100 -4.614 -2.034 -0.119
H -1.730 -2.715 -0.832 0.214
H -3.770 -3.359 0.577 0.241
H -3.474 -4.709 2.586 0.240
H -1.235 -5.482 3.318 0.243
H 0.823 -4.726 2.031 0.233
H 3.507 -4.100 -0.708 0.216
H 5.746 -4.218 0.479 0.243
H 5.928 -3.181 2.762 0.242
H 4.007 -2.164 3.847 0.242
H 1.813 -2.052 2.669 0.231
H 1.880 -1.305 -2.793 0.137
H 1.234 -2.108 -4.990 0.239
H 0.897 -4.422 -5.443 0.252
H 0.908 -6.131 -3.544 0.251
H 1.106 -5.311 -1.194 0.236
H 3.966 -1.073 -1.431 0.087
H 3.484 -1.147 -2.027 -0.050
C 0.857 4.389 -1.773 -1.013
P 1.866 3.394 -0.662 1.954
C 3.576 3.532 -1.098 -1.011
C 1.556 3.939 0.995 -1.026
O 1.563 1.900 -0.875 -1.220
H 1.208 5.443 -1.796 0.285
H -0.195 4.401 -1.425 0.284
H 0.890 3.975 -2.791 0.271
H 3.871 4.572 -1.117 0.279
H 4.194 2.977 -0.362 0.270
H 3.740 3.062 -2.076 0.268
H 0.503 3.821 1.264 0.289
H 2.158 3.330 1.684 0.271
H 1.815 4.983 1.155 0.292
```

## Properties
Spin multiplicity: 5
HOMO (alpha / beta): -13.97 / -13.96 eV
Gap between HOMO and LUMO (alpha / beta): 7.2 / 7.3 eV
Charge: +2
DFT total energy: -2981.55930 Eh